[1]
Here is an isolated molecule of C6H6ClNO2 in a non-equilibrium geometry from the OMol25 dataset. Energies are from wB97M-V/def2-TZVPD.

XYZ file:
```
16
Properties=species:S:1:pos:R:3:mulliken_charge:R:1
C 1.83522 -1.06578 0.07642 -1.2485
C 0.98778 0.14004 -0.01675 0.4612
C 1.30830 1.57770 0.06852 -0.6408
C 0.13887 2.25840 -0.05395 -0.3553
O -0.92733 1.32836 -0.09809 -0.3379
C -0.37074 0.15280 0.03219 0.2126
N -1.29834 -0.97999 -0.01462 0.5822
O -0.76987 -2.09471 -0.04299 -0.7269
C -2.62127 -1.09405 -0.05679 -0.0563
Cl -3.63102 0.25392 0.04222 -0.1642
H 2.16267 -1.16124 1.01448 0.3474
H 1.29955 -1.90166 -0.35325 0.3620
H 2.86364 -0.96972 -0.45681 0.3079
H 2.16963 2.15658 0.13734 0.4245
H 0.01670 3.35000 -0.03094 0.4164
H -3.16380 -1.95066 -0.24699 0.4158
```

## Properties
- gap between HOMO and LUMO (spin up / spin down) (eV) = 8.41 / 8.41
- structure (SMILES) = Cc1ccoc1/[N+]([O-])=C\Cl
- largest force on an atom (eV/Å) = 4.84
- LUMO energy (spin up / spin down) (eV) = 0.146 / 0.146
- highest occupied orbital energy (spin up / spin down) (eV) = -8.260 / -8.260

[2]
Here is a structure of composition C26H46Cl2O2P2Re in a non-equilibrium geometry from the OMol25 dataset. Energies are from wB97M-V/def2-TZVPD.

XYZ file:
```
79
Properties=species:S:1:pos:R:3:mulliken_charge:R:1
Re -0.21382 -1.96355 -0.99014 -0.6212
C 1.30207 -1.14758 1.44958 0.2087
C 1.47688 -2.11556 0.35589 1.1629
C 1.91406 0.06567 -0.39928 1.1825
C 1.62955 0.12834 0.97568 0.6749
C 1.86430 -1.31859 -0.83374 0.6742
C 1.16652 -1.52147 2.87560 -1.9980
H 0.57520 -2.43306 2.99961 0.3485
H 0.68381 -0.71871 3.45141 0.3689
H 2.15783 -1.71501 3.31373 0.4246
C 1.96328 1.29548 1.81811 -1.4528
H 1.66469 1.13379 2.85622 0.5047
H 1.48369 2.22303 1.44873 0.0711
H 3.05121 1.45931 1.82507 0.4258
C 2.56557 1.15651 -1.13262 -1.8635
H 3.62313 1.21041 -0.83785 0.4949
H 2.12371 2.13273 -0.87721 0.2822
H 2.54227 1.01196 -2.21566 0.5457
C 2.71378 -1.88509 -1.92090 -1.4776
H 3.67204 -2.20418 -1.47706 0.3785
H 2.90850 -1.14306 -2.70477 0.4214
H 2.24707 -2.77409 -2.36552 0.2061
C 2.07862 -3.47156 0.63453 -1.7248
H 3.12733 -3.31616 0.96484 0.4263
H 2.08041 -4.11695 -0.25393 0.3340
H 1.54129 -3.97689 1.44401 0.3983
C -1.99379 -1.70422 -0.14199 1.9025
C -1.18623 -2.66294 0.61869 0.0217
C -1.47539 -4.15256 0.60272 -1.1533
C -0.88445 -4.81756 -0.65768 -1.2670
C -0.32313 -3.81164 -1.66062 -0.4049
C -1.23591 -2.94527 -2.41246 0.2579
C -2.73740 -3.00565 -2.17490 -1.4834
C -3.17467 -2.25070 -0.91672 -1.3019
H -2.54650 -4.36862 0.70680 0.3878
H -1.66739 -5.43759 -1.11321 0.4721
H -0.98141 -4.61009 1.47132 0.4274
H -3.77171 -2.90942 -0.27423 0.5791
H -2.13875 -0.74610 0.36584 -1.5018
H -0.92086 -2.29117 1.60566 0.5304
H -3.84698 -1.42995 -1.17362 0.5655
H -3.21531 -2.54737 -3.04763 0.4624
H -0.93062 -2.75617 -3.44056 0.6620
H -3.09543 -4.04604 -2.16155 0.3449
H -0.05520 -5.48148 -0.36678 0.4208
H 0.50979 -4.19929 -2.25539 0.6731
P -1.94999 0.82325 2.38177 1.3017
C -1.22851 2.11499 3.44426 -1.1295
H -2.05122 2.64875 3.93926 0.5144
H -0.62264 2.80468 2.82777 0.1888
H -0.57495 1.61904 4.18124 0.4049
C -3.39585 1.61086 1.59566 -1.0014
H -3.98148 2.11005 2.37891 0.5534
H -3.99471 0.83218 1.09614 0.3755
H -3.05243 2.33197 0.83729 -0.0110
C -2.73983 -0.34315 3.54924 -1.2255
H -3.10479 -1.21336 2.98018 0.3148
H -3.57924 0.15904 4.04752 0.4924
H -2.00070 -0.69161 4.28743 0.4077
P -0.38254 0.31705 -2.88940 1.7309
C 0.17789 -0.49693 -4.43044 -1.5624
H -0.65948 -0.58650 -5.13043 0.4412
H 0.56753 -1.49262 -4.19178 0.3634
H 0.98525 0.09328 -4.88322 0.4632
C -2.20335 0.47990 -3.06536 -1.0933
H -2.72210 -0.42824 -2.73597 0.0351
H -2.43805 0.69208 -4.11888 0.5682
H -2.51587 1.32044 -2.42570 0.0774
C 0.04988 2.06437 -3.23093 -1.2626
H 0.08282 2.24483 -4.31394 0.6239
H 1.01944 2.32783 -2.79737 0.3564
H -0.70196 2.71497 -2.76121 0.0767
Cl 0.12865 5.28435 -1.85566 -0.1241
C -0.98257 4.70992 -0.60837 -0.0007
Cl -2.62819 4.40636 -1.21339 -0.1474
C -0.38309 3.40288 0.02654 0.0152
O 0.50037 3.69814 0.87331 -0.7886
O -0.80739 2.27279 -0.33322 -0.3331
H -1.04050 5.46920 0.18085 0.3834
```

## Properties
- gap between HOMO and LUMO (spin up / spin down) (eV) = 5.71 / 4.50
- largest force on an atom (eV/Å) = 7.36
- 2S+1 = 4
- LUMO energy (spin up / spin down) (eV) = -8.046 / -9.314
- highest occupied orbital energy (spin up / spin down) (eV) = -13.755 / -13.809
- total charge = +2

[3]
Here is an isolated molecule of C3H4N2O in a non-equilibrium geometry from the OMol25 dataset. Energies are from wB97M-V/def2-TZVPD.

XYZ file:
```
10
Properties=species:S:1:pos:R:3:mulliken_charge:R:1
O -1.85214 0.44485 -1.20788 -0.5046
C -0.74848 -0.08828 -0.63673 0.5604
C -0.46782 0.30767 0.65161 -0.5222
N 0.86281 -0.02309 0.79137 -0.0604
C 1.23771 -0.64376 -0.34418 -0.1673
N 0.26974 -0.72936 -1.24294 -0.5831
H -1.83312 1.18034 -0.55318 0.3495
H -1.16933 0.28884 1.47262 0.3419
H 1.45630 0.26439 1.54948 0.1949
H 2.24435 -1.00161 -0.48018 0.3909
```

## Properties
- gap between HOMO and LUMO (eV) = 9.25
- structure (SMILES) = Oc1c[nH]cn1
- largest force on an atom (eV/Å) = 1.93
- LUMO energy (eV) = 0.821
- highest occupied orbital energy (eV) = -8.434

[4]
Here is a structure of composition C14H14BNO2Pt in a non-equilibrium geometry from the OMol25 dataset. Energies are from wB97M-V/def2-TZVPD.

XYZ file:
```
33
Properties=species:S:1:pos:R:3:mulliken_charge:R:1
C 0.99111 -1.88119 -2.13184 -0.5248
C -0.43365 -1.81468 -2.34601 -0.7545
C -1.09476 -2.08371 -1.06978 -0.3092
C 0.02340 -2.12174 -0.04811 -0.5946
C 1.24544 -2.18030 -0.80430 -0.3330
Pt -0.74629 -0.14822 -0.65712 0.6129
C -1.87688 1.52519 -0.87345 -0.8898
C -0.44784 1.92306 -0.55101 0.6110
C 0.47337 2.78410 -1.12107 -1.0382
N 0.26715 0.97111 0.74569 -0.5768
H -2.13023 -2.38859 -0.88908 0.5360
H -0.95309 -1.80577 -3.31227 0.4158
H -0.13849 -2.41790 0.99215 0.5183
H 2.19868 -2.50683 -0.37397 0.4324
H 1.74080 -1.73552 -2.91834 0.3976
H -2.16309 1.70417 -1.93395 0.3541
H 1.33185 1.07355 0.64672 0.2476
H -2.65889 1.61369 -0.10906 0.2778
H 0.15260 3.69839 -1.61256 0.3371
H 1.48604 2.41723 -1.28876 0.2547
O -0.53655 -0.77800 2.45937 -0.3219
B -0.12888 0.56925 2.08965 0.6505
O -0.14973 1.39245 3.26264 -0.5450
C -0.60308 0.57352 4.27882 0.5144
C -0.98060 0.93561 5.55827 -0.6963
C -1.37394 -0.06781 6.45464 -0.4760
C -1.42451 -1.40699 6.02876 -0.4753
C -1.15642 -1.75482 4.69199 -0.7687
C -0.76739 -0.74328 3.81047 0.5885
H -0.91372 1.96882 5.85308 0.4454
H -1.66987 0.18978 7.48364 0.3518
H -1.72114 -2.18130 6.74643 0.3481
H -1.17527 -2.79759 4.37268 0.4099
```

## Properties
- gap between HOMO and LUMO (spin up / spin down) (eV) = 4.75 / 6.19
- largest force on an atom (eV/Å) = 3.14
- 2S+1 = 5
- LUMO energy (spin up / spin down) (eV) = 0.491 / -1.866
- highest occupied orbital energy (spin up / spin down) (eV) = -4.256 / -8.059

[5]
Here is a structure of composition C12H11ClN5STi in a non-equilibrium geometry from the OMol25 dataset. Energies are from wB97M-V/def2-TZVPD.

XYZ file:
```
31
Properties=species:S:1:pos:R:3:mulliken_charge:R:1
Ti -1.66982 5.11291 12.25514 1.1933
N -5.12245 7.65801 11.92494 -0.3113
C -4.07233 6.93859 11.72149 0.7114
S -4.00429 5.30904 12.44124 -0.3359
N -3.10213 7.36053 10.90940 -1.1304
N -2.06909 6.47697 10.86789 0.4870
C -1.16640 6.58608 9.96058 -0.3848
C -0.22878 5.48758 9.74636 0.7673
C 0.69081 5.38237 8.70088 -0.7009
C 1.24055 4.13680 8.37242 -0.1602
C 0.93639 3.06047 9.13290 -0.6950
C 0.12949 3.23412 10.22365 -0.1517
N -0.50016 4.42276 10.51825 -0.1188
H -5.74944 7.31562 12.65489 0.2318
H -5.24062 8.54642 11.47131 0.2759
H -1.15033 7.43010 9.32497 0.4945
H 0.85310 6.26827 8.04492 0.3664
H 1.86724 4.04537 7.49831 0.4558
H 1.23528 2.05237 8.88039 0.4198
H -0.17726 2.36088 10.86191 0.3663
Cl -1.03273 4.49804 17.94916 -0.1214
C -0.29775 4.59814 16.41472 0.2192
C 1.04236 4.45945 16.27176 -0.2706
C 1.53362 4.47482 14.98482 -0.6236
C 0.67653 4.71374 13.88198 -0.0367
N -0.61490 4.99636 14.05759 -0.3621
C -1.07902 4.98629 15.29947 -0.2016
H 1.65015 4.13186 17.13564 0.4173
H 2.59526 4.35359 14.81175 0.3907
H 1.11621 4.75172 12.85460 0.4275
H -2.15001 5.25315 15.50332 0.3808
```

## Properties
- gap between HOMO and LUMO (spin up / spin down) (eV) = 6.99 / 7.10
- largest force on an atom (eV/Å) = 3.06
- 2S+1 = 2
- LUMO energy (spin up / spin down) (eV) = -8.300 / -8.158
- highest occupied orbital energy (spin up / spin down) (eV) = -15.289 / -15.257
- total charge = +2

[6]
Here is an isolated molecule of C18H33NO3 in a non-equilibrium geometry from the OMol25 dataset. Energies are from wB97M-V/def2-TZVPD.

XYZ file:
```
55
Properties=species:S:1:pos:R:3:mulliken_charge:R:1
C 0.99068 -0.56429 3.75911 -1.5490
C 1.04095 -0.24983 2.23047 0.5428
C 2.36988 0.53981 1.90242 -0.8601
C 2.03088 1.59494 0.82512 0.8184
O 1.67075 2.82038 1.55719 -0.4917
C 0.44914 3.14434 1.27477 0.6121
N -0.54019 3.45372 0.84940 -0.4758
O 3.08000 1.97056 -0.01252 -0.5139
C 3.49307 0.93792 -0.89150 -1.0005
C 2.42886 0.53610 -1.97316 0.1959
C 1.83304 -0.92050 -1.77309 -0.9390
C 0.31047 -0.87361 -1.52784 -0.2547
C -0.36263 -2.24894 -1.24553 0.5010
C 0.40245 -3.17647 -0.25493 -1.5423
C -1.82343 -2.09786 -0.67988 -0.7050
C -2.63362 -0.95848 -1.33271 -0.0210
C -3.90784 -0.76865 -0.46005 -1.0902
C -3.83167 0.22847 0.51479 0.8959
C -3.89746 1.72969 0.21945 -1.1118
C -3.63550 -0.19440 1.97484 -1.0321
O 1.39744 1.48761 -2.14647 -0.3825
C 1.79718 2.62530 -2.89833 -0.9155
H 0.03808 -1.07065 3.98085 0.3784
H 1.81744 -1.26242 3.97551 0.3532
H 1.10571 0.38630 4.30232 0.3858
H 0.13923 0.26418 1.85815 0.2061
H 1.10815 -1.22762 1.72015 -0.2822
H 3.09470 -0.22267 1.57919 0.2897
H 2.76190 0.99928 2.82376 0.5405
H 1.11462 1.29767 0.28623 -0.1995
H 3.88622 0.04182 -0.36976 0.3319
H 4.36555 1.34326 -1.43658 0.4656
H 2.97315 0.47785 -2.94138 0.7469
H 2.03065 -1.51837 -2.68166 0.3392
H 2.41122 -1.37015 -0.94941 0.2386
H 0.00353 -0.18167 -0.72259 -0.0394
H -0.16136 -0.48206 -2.44717 0.4073
H -0.46443 -2.80708 -2.19741 0.3940
H 0.07218 -2.99582 0.78384 0.2887
H 1.49990 -3.11430 -0.31588 0.3979
H 0.14488 -4.23017 -0.48094 0.3827
H -1.79219 -2.05194 0.42189 0.0163
H -2.33919 -3.04342 -0.93940 0.3151
H -2.94585 -1.18832 -2.37046 0.3586
H -2.13011 0.02382 -1.34079 0.1402
H -4.82246 -1.35871 -0.60497 0.3323
H -4.14638 2.26582 1.15092 0.4094
H -2.91389 2.14456 -0.10351 0.1423
H -4.60144 1.98045 -0.58645 0.2972
H -4.40920 -0.91204 2.31644 0.3478
H -3.51852 0.65673 2.67123 0.3912
H -2.67253 -0.74045 2.01386 0.0190
H 1.15567 2.75834 -3.79088 0.2761
H 1.68457 3.53660 -2.28163 0.2558
H 2.84770 2.58536 -3.23505 0.3923
```

## Properties
- gap between HOMO and LUMO (eV) = 7.23
- structure (SMILES) = CCC[C@@H](OC#N)OC[C@@H](CC[C@@H](C)CCC=C(C)C)OC
- largest force on an atom (eV/Å) = 4.49
- LUMO energy (eV) = 0.630
- highest occupied orbital energy (eV) = -6.604